ORCA calculation (ωB97M-V/def2-TZVPD) on C3H5NO3 as an isolated structure.

Its largest force on an atom is 8.4 eV Å⁻¹. Its net charge is 0. The HOMO energy comes out at -10.4 eV. Its electronic energy is -10815.993 eV.

Structure (XYZ):
```
12
Properties=species:S:1:pos:R:3:lowdin_charge:R:1
C -2.03099 -0.02755 0.19529 -0.129
C 1.42850 -0.34601 -0.08208 -0.390
C 1.64353 1.13963 -0.08688 -0.065
H -2.23108 1.16258 -0.58082 0.174
H -1.29560 0.03053 1.52697 0.194
H -3.16158 -0.76569 0.20056 0.125
H 0.27375 -1.88541 -0.21074 0.113
H 3.00712 1.20526 0.03238 0.216
N 0.22432 -0.94885 -0.06015 0.043
O -0.89970 -0.36146 -0.69671 -0.277
O 2.33654 -1.27490 -0.08145 0.000
O 0.70518 2.07186 -0.15637 -0.006
```

ORCA calculation (ωB97M-V/def2-TZVPD) on C34H51BBr2GeHgN9OSi3 as an isolated structure.

Its largest force on an atom is 1.2 eV Å⁻¹. Its net charge is 0. The HOMO energy (spin up / spin down) comes out at -7.4 / -7.4 eV. The multiplicity is 2. The expectation value of S² is 0.7542. Its electronic energy is -276634.726 eV.

Structure (XYZ):
```
103
Properties=species:S:1:pos:R:3:lowdin_charge:R:1
Hg -0.00040 -0.02450 -0.03820 1.016
C 3.00710 -0.94350 -2.17290 -0.048
C 3.26610 -0.05620 -1.01140 -0.360
C 4.47770 0.52850 -0.63850 -0.005
C 4.18110 1.26270 0.48680 -0.053
N 2.87770 1.10890 0.76460 0.015
N 2.31330 0.31020 -0.15750 0.032
B 2.06370 1.98510 1.73540 -0.671
N 1.22860 2.93880 0.84330 0.016
C 1.40170 4.23860 0.55100 -0.069
C 0.36840 4.64090 -0.26580 -0.017
C -0.41180 3.49360 -0.45060 -0.342
C -1.68150 3.34600 -1.21300 -0.019
N 0.13200 2.47840 0.21040 0.052
N 1.04950 1.21390 2.62190 0.028
C 0.85190 1.44560 3.93130 -0.043
C -0.36130 0.91320 4.30040 0.001
C -0.87810 0.35880 3.12550 -0.339
C -2.20710 -0.26550 2.91640 -0.023
N -0.00390 0.52990 2.13870 -0.004
N 3.02350 2.65960 2.69280 -0.024
C 2.95310 3.81880 3.39070 -0.087
C 3.90450 3.78010 4.38000 -0.021
C 4.51680 2.52010 4.23690 -0.354
C 5.58940 1.91200 5.07190 -0.034
N 3.97180 1.86690 3.22950 0.109
H 3.77610 -1.70940 -2.24070 0.072
H 2.02780 -1.40680 -2.06640 0.030
H 3.03290 -0.37040 -3.09840 0.081
H 5.42730 0.43030 -1.12250 0.103
H 4.81730 1.86630 1.09890 0.113
H 2.24160 4.79440 0.91690 0.112
H 0.19040 5.61670 -0.66840 0.098
H -2.34810 4.17820 -0.99540 0.084
H -1.49250 3.33540 -2.28690 0.078
H -2.16360 2.41350 -0.92660 0.068
H 1.57630 1.95150 4.53400 0.115
H -0.82020 0.93690 5.26820 0.103
H -2.50330 -0.82860 3.79830 0.084
H -2.94980 0.51270 2.74740 0.095
H -2.18580 -0.91070 2.04180 0.029
H 2.23480 4.58190 3.16720 0.114
H 4.13190 4.54120 5.09770 0.097
H 6.23840 2.67640 5.49470 0.074
H 5.14200 1.34840 5.89210 0.078
H 6.17810 1.22400 4.47000 0.075
Br -5.23020 -0.78080 -0.71170 0.808
C -3.96080 -0.40750 -2.07040 -0.603
C -4.41500 -0.21330 -3.36600 -0.174
C -3.53010 0.10870 -4.36570 -0.622
Br -4.18300 0.31110 -6.14710 0.751
C -2.17420 0.34790 -4.07990 -0.194
C -1.23460 0.82640 -5.01430 -0.025
C 0.02940 1.14580 -4.59490 -0.036
C 0.36790 0.96490 -3.24680 -0.143
N -0.46480 0.45350 -2.37130 0.050
C -1.72040 0.15180 -2.74420 -0.175
C -2.60970 -0.31300 -1.70210 -0.478
O -2.19340 -0.57860 -0.52720 -0.241
H -5.47030 -0.29700 -3.57690 0.096
H -1.53560 0.96430 -6.04360 0.077
H 0.76110 1.54940 -5.27780 0.108
H 1.33820 1.26320 -2.87090 0.105
C 0.15600 -5.59100 -2.19840 -0.213
Si -0.43080 -3.76620 -2.17530 0.386
C 0.40160 -2.93200 -3.69290 -0.208
C -2.31760 -3.76170 -2.46280 -0.191
Ge 0.02310 -2.79810 0.05120 0.662
Si -1.64630 -3.81260 1.55520 0.392
C -3.43300 -3.21460 1.26790 -0.238
C -1.08850 -3.50810 3.36890 -0.217
C -1.74350 -5.70420 1.23330 -0.214
Si 2.20520 -3.52960 1.03330 0.398
C 3.67360 -3.59880 -0.19600 -0.213
C 1.98520 -5.35690 1.58250 -0.218
C 2.65290 -2.43730 2.53230 -0.205
H -0.12110 -6.08470 -3.12440 0.028
H -0.29010 -6.15170 -1.38510 0.003
H 1.23420 -5.65580 -2.09750 0.014
H 0.02030 -3.35090 -4.62080 0.031
H 1.47760 -3.08110 -3.68560 0.014
H 0.21760 -1.86250 -3.72470 -0.007
H -2.57950 -4.02230 -3.48420 0.033
H -2.73630 -2.78260 -2.25810 0.000
H -2.80760 -4.46840 -1.80100 0.016
H -3.43820 -2.23970 0.79970 -0.067
H -4.01260 -3.14430 2.18270 0.032
H -3.96390 -3.88630 0.60170 0.022
H -0.57250 -2.55560 3.44910 -0.005
H -0.41080 -4.28170 3.71820 0.016
H -1.93100 -3.48340 4.05100 0.024
H -2.30450 -5.89940 0.32610 0.012
H -2.26150 -6.21220 2.04070 0.030
H -0.76900 -6.16370 1.12180 -0.005
H 3.33060 -3.84290 -1.19760 0.011
H 4.39260 -4.35760 0.09870 0.027
H 4.20780 -2.65610 -0.23090 0.007
H 1.61190 -5.94610 0.75020 0.009
H 1.29390 -5.47310 2.40990 0.007
H 2.93390 -5.78760 1.89010 0.027
H 2.71280 -1.38980 2.25020 0.001
H 3.61020 -2.71160 2.96550 0.029
H 1.90110 -2.52260 3.31120 0.011
```

ORCA calculation (ωB97M-V/def2-TZVPD) on a 7-piece molecular cluster, H14O7 overall.

Its largest force on an atom is 2.9 eV Å⁻¹. Its net charge is 0. The HOMO energy comes out at -11.2 eV. Its electronic energy is -14560.347 eV.

Structure (XYZ):
```
21
Properties=species:S:1:pos:R:3:lowdin_charge:R:1
O 0.07684 2.32193 -1.15770 -0.076
H -0.72916 1.84758 -1.43605 0.006
H -0.01166 3.26137 -1.43103 0.081
O 0.51823 -0.76448 -0.68467 -0.011
H 0.98347 -1.00062 0.08936 0.010
H 0.55939 0.18708 -0.75385 0.019
O -2.12120 0.80989 -1.87560 -0.046
H -2.66121 0.89468 -2.66738 0.064
H -1.83072 -0.11474 -1.79675 0.022
O 0.90951 -0.30613 2.19620 -0.013
H 1.18760 0.56772 1.98590 0.000
H 1.39920 -0.50024 2.95649 0.026
O -0.04418 -2.92829 2.50109 -0.039
H 0.64730 -3.59593 2.65004 0.048
H 0.38437 -2.12747 2.70562 -0.047
O 1.39448 2.46291 1.23932 -0.029
H 1.97817 3.20668 1.09178 0.050
H 0.82005 2.38526 0.51790 -0.045
O -1.33813 -2.05517 -2.34286 -0.058
H -0.53339 -1.71933 -1.94748 -0.010
H -1.58895 -2.83270 -1.84033 0.049
```

ORCA calculation (ωB97M-V/def2-TZVPD) on C14H24KN3O2P as an isolated structure.

Its largest force on an atom is 6.8 eV Å⁻¹. Its net charge is +1. The HOMO energy comes out at -11.1 eV. Its electronic energy is -49073.278 eV.

Structure (XYZ):
```
45
Properties=species:S:1:pos:R:3:lowdin_charge:R:1
C -0.90952 -1.39665 -5.41245 -0.071
C 0.00279 -1.92373 -4.17902 -0.210
O -0.76011 -2.58424 -3.12779 -0.060
C -1.49532 -1.65459 -2.34163 -0.353
O -1.34235 -0.39536 -2.47861 0.045
C -2.57476 -2.12699 -1.26330 -0.177
C -1.98281 -2.57745 0.18235 -0.267
C -0.60800 -1.87895 0.62477 -0.175
C -0.76147 -0.41864 1.28640 -0.277
C -2.01907 0.42244 0.78576 -0.145
N -2.91196 1.04706 0.26290 0.168
C 0.60915 0.48962 1.20522 -0.445
C 0.79667 0.79916 -0.37939 -0.149
N 1.35664 1.07199 -1.42525 0.172
C 0.29052 1.84326 2.02149 -0.168
C 1.57623 2.71058 2.45492 -0.399
C 2.55940 3.12121 1.25379 -0.116
C 0.98851 4.11863 3.05200 -0.106
P 2.00291 -0.59536 1.93126 0.773
N 3.42986 0.12747 1.99977 -0.292
H -0.93226 -2.11771 -6.29924 0.082
H -2.00290 -1.29913 -5.04499 0.082
H -0.57549 -0.32861 -5.67928 0.095
H 0.70462 -1.09074 -3.80379 0.130
H 0.70380 -2.73491 -4.62267 0.137
H -3.28843 -2.96588 -1.68186 0.000
H -3.27974 -1.20507 -1.06987 0.136
H -2.77969 -2.48865 1.04876 0.115
H -1.75710 -3.73495 0.11004 0.103
H -0.15898 -2.55633 1.45714 0.122
H 0.20867 -1.87428 -0.20262 0.125
H -0.92079 -0.59419 2.42546 0.144
H -0.22030 1.50714 3.01248 0.134
H -0.44625 2.55262 1.50580 0.132
H 2.13368 2.18563 3.32433 0.122
H 3.52421 3.62124 1.66660 0.098
H 2.91185 2.25554 0.59576 0.044
H 2.07212 3.90156 0.56535 0.089
H 0.43114 4.61400 2.15881 0.086
H 1.84186 4.85706 3.31342 0.093
H 0.23931 3.96471 3.90287 0.079
H 2.12081 -1.74381 1.06484 0.021
H 1.54499 -1.09791 3.21922 0.038
H 3.71735 0.11396 3.00496 -0.007
K -4.03981 -3.94077 -0.42473 1.056
```

ORCA calculation (ωB97M-V/def2-TZVPD) on C4H9ISi in the gas phase.

Its largest force on an atom is 3.1 eV Å⁻¹. Its net charge is 0. The HOMO energy comes out at -9.3 eV. Its electronic energy is -20271.551 eV.

Structure (XYZ):
```
15
Properties=species:S:1:pos:R:3:lowdin_charge:R:1
C 1.75328 1.30723 0.27529 -0.033
C 1.43481 0.03259 0.52495 -0.244
C 0.65183 -0.92271 -0.32130 -0.302
C -0.84531 -1.07394 0.11473 -0.414
Si -1.63527 0.52817 -0.38824 0.172
I -4.01320 0.01451 0.04109 0.344
H 2.47329 1.75922 0.89028 0.024
H 1.38308 1.95788 -0.67126 0.114
H 1.85869 -0.43704 1.44172 0.113
H 1.08420 -1.94231 -0.03960 0.124
H 0.72516 -0.75199 -1.39635 0.101
H -1.24857 -1.99574 -0.32199 0.072
H -0.90973 -1.15511 1.20649 0.075
H -1.65672 0.88919 -1.70625 -0.119
H -1.05556 1.79006 0.35045 -0.026
```